Entry 1:
Entry from the OMol25 dataset: a 11-piece molecular cluster, C4H29NO12 overall at a distorted geometry (ωB97M-V/def2-TZVPD).

Output
Energy above the lowest of the compared OMol25 structures with the same formula, charge and spin in eV: 4.903
Orbital gap in eV: 10.43
HOMO in eV: -10.23
SMILES: CC[C@@H](N)C(=O)O.O.O.O.O.O.O.O.O.O.O
Net charge: 0
F_max in hartree/bohr: 0.2614
E_LUMO in eV: 0.19

Last column: Mulliken charge in e.
CARTESIAN COORDINATES (ANGSTROEM)
C -3.48 -0.17 -0.28  -1.052
C -2.62 -1.42 0.06  -0.577
C -1.32 -0.84 0.69  1.793
N -1.02 -1.36 2.09  -0.722
C -0.20 -1.30 -0.17  -0.326
O 0.54 -0.62 -0.93  -0.673
O 0.21 -2.57 -0.02  -0.658
H -3.04 0.32 -1.18  0.232
H -3.74 0.43 0.65  0.170
H -4.48 -0.33 -0.67  0.477
H -2.35 -2.22 -0.64  0.230
H -3.18 -2.18 0.68  0.344
H -1.46 0.21 0.71  -0.306
H -1.56 -0.94 2.80  0.250
H -1.32 -2.26 2.22  0.183
H 1.33 -2.63 -0.43  0.638
O 1.89 2.05 -2.88  -0.682
H 1.04 2.18 -3.31  0.286
H 1.73 2.12 -1.91  0.419
O 0.18 1.96 -1.10  -0.897
H -0.20 1.09 -1.51  0.454
H 0.75 1.59 -0.41  0.328
O 2.74 -2.07 -0.68  -0.746
H 2.40 -1.08 -0.36  0.310
H 2.88 -1.84 -1.65  0.527
O -2.78 1.72 2.28  -0.611
H -3.39 2.30 2.70  0.300
H -2.14 2.30 1.89  0.279
O -1.27 3.39 0.83  -0.794
H -0.38 3.28 1.34  0.358
H -0.96 3.02 -0.15  0.462
O 2.16 -0.84 1.79  -0.604
H 2.60 -1.23 2.61  0.296
H 1.26 -1.06 2.05  0.281
O 2.13 1.67 1.12  -0.595
H 2.56 2.35 1.57  0.211
H 2.40 0.71 1.42  0.364
O 2.95 -1.14 -3.35  -0.695
H 2.37 -1.64 -3.61  0.279
H 2.58 -0.33 -2.94  0.412
O -1.33 -2.06 -3.02  -0.586
H -1.17 -2.67 -2.26  0.308
H -2.21 -2.43 -3.35  0.315
O 0.17 2.15 3.55  -0.632
H 0.29 1.46 2.97  0.286
H -0.81 2.06 3.66  0.365


Entry 2:
Entry from the OMol25 dataset: C8H23AgO4S3 as an isolated structure at a distorted geometry (ωB97M-V/def2-TZVPD).

Output
Energy above the lowest of the compared OMol25 structures with the same formula, charge and spin in eV: 0.000
Orbital gap in eV: 6.41
HOMO in eV: -6.17
Net charge: 0
F_max in hartree/bohr: 0.0372
E_LUMO in eV: 0.24

Last column: Mulliken charge in e.
CARTESIAN COORDINATES (ANGSTROEM)
Ag -8.93 12.09 -18.71  0.608
C -11.03 11.47 -14.52  -1.125
C -10.24 12.56 -15.25  -0.333
O -9.74 12.12 -16.46  -0.524
H -11.87 11.05 -15.09  0.290
H -11.55 12.04 -13.73  0.347
H -10.51 10.67 -14.00  0.284
H -9.49 12.94 -14.54  0.161
H -10.91 13.43 -15.39  0.204
C -7.34 14.79 -22.10  -0.931
S -7.52 13.03 -22.41  0.465
O -8.41 12.59 -21.28  -0.425
C -8.56 13.24 -23.91  -1.021
H -6.85 14.93 -21.14  0.237
H -8.33 15.21 -22.21  0.305
H -6.60 15.18 -22.81  0.404
H -8.22 13.94 -24.67  0.395
H -9.52 13.61 -23.53  0.336
H -8.72 12.22 -24.26  0.302
C -6.68 12.96 -15.74  -0.886
S -5.81 13.06 -17.33  0.512
O -6.87 13.42 -18.35  -0.559
C -4.87 14.58 -16.99  -1.038
H -7.01 11.93 -15.59  0.302
H -7.54 13.61 -15.88  0.220
H -5.98 13.29 -14.98  0.454
H -5.64 15.33 -16.82  0.313
H -4.41 14.84 -17.94  0.324
H -4.13 14.54 -16.20  0.374
C -7.76 9.52 -21.84  -0.858
S -7.53 9.00 -20.11  0.368
O -7.66 10.21 -19.21  -0.494
C -9.08 8.12 -20.02  -0.948
H -6.91 10.18 -22.00  0.252
H -8.66 10.11 -21.96  0.233
H -7.58 8.66 -22.48  0.457
H -8.98 7.14 -20.46  0.358
H -9.90 8.68 -20.50  0.283
H -9.45 8.04 -18.99  0.354


Entry 3:
Entry from the OMol25 dataset: C18H24F6N5O4S3Sc as an isolated structure at a distorted geometry (ωB97M-V/def2-TZVPD).

Output
Energy above the lowest of the compared OMol25 structures with the same formula, charge and spin in eV: 0.933
Orbital gap in eV: 6.96
HOMO in eV: -12.77
Net charge: +2
F_max in hartree/bohr: 0.0786
E_LUMO in eV: -5.81

Last column: Mulliken charge in e.
CARTESIAN COORDINATES (ANGSTROEM)
Sc 0.07 0.36 0.02  0.194
N -3.66 -3.19 -1.33  -0.122
C -2.46 -2.18 -1.56  0.599
C -1.33 -2.93 -2.23  -1.335
C -0.15 -1.98 -2.64  -0.011
N 0.62 -1.42 -1.49  -0.079
C -0.67 -0.91 -3.64  -1.235
C -1.83 -0.09 -2.99  -0.057
N -1.34 0.88 -1.92  -0.170
C -2.97 -1.03 -2.44  -1.117
H -3.36 -3.90 -0.65  0.387
H -3.91 -3.72 -2.19  0.395
H -4.49 -2.70 -0.98  0.378
H -2.21 -1.83 -0.52  -0.171
H -1.73 -3.41 -3.17  0.475
H -0.99 -3.79 -1.62  0.461
H 0.61 -2.56 -3.26  0.285
H 1.46 -0.97 -1.84  0.158
H 0.93 -2.17 -0.85  0.318
H -1.07 -1.44 -4.51  0.458
H 0.11 -0.24 -3.93  0.546
H -2.28 0.50 -3.82  0.272
H -2.14 1.37 -1.53  0.295
H -0.75 1.55 -2.42  0.258
H -3.46 -1.52 -3.32  0.449
H -3.78 -0.49 -1.89  0.446
F 5.76 -0.11 -1.04  -0.180
C 4.50 0.24 -1.37  0.630
F 3.95 -0.76 -2.10  -0.210
F 4.62 1.30 -2.22  -0.214
S 3.47 0.55 0.23  1.080
O 2.22 -0.27 0.15  -0.223
O 4.28 0.35 1.41  -0.627
N 3.15 2.09 0.11  -0.543
S 1.79 2.46 -0.60  1.086
O 1.42 1.54 -1.75  -0.577
O 0.73 2.26 0.50  -0.445
C 1.37 4.21 -1.30  0.568
F 2.30 4.61 -2.24  -0.174
F 0.18 4.04 -1.97  -0.169
F 1.17 5.20 -0.46  -0.128
C 1.51 -2.27 2.41  -1.193
C 1.13 -0.92 2.93  0.891
C 1.57 -0.54 4.21  -0.846
C 1.15 0.64 4.79  -0.800
C 0.10 1.36 4.19  0.563
C -0.62 2.39 4.82  -0.684
C -1.75 2.94 4.22  -0.856
C -2.20 2.43 2.99  -0.589
C -1.57 1.37 2.37  0.721
S -2.35 0.63 0.97  -0.664
C -0.32 0.88 2.89  0.104
N 0.35 -0.10 2.19  0.336
H 1.41 -2.98 3.23  0.591
H 2.53 -2.24 2.03  0.221
H 0.82 -2.55 1.57  -0.015
H 2.16 -1.23 4.79  0.469
H 1.60 1.00 5.71  0.486
H -0.29 2.64 5.85  0.377
H -2.30 3.75 4.68  0.416
H -3.05 2.90 2.54  0.521


Entry 4:
Entry from the OMol25 dataset: a 2-piece molecular cluster, CBr2N2 overall at a distorted geometry (ωB97M-V/def2-TZVPD).

Output
Energy above the lowest of the compared OMol25 structures with the same formula, charge and spin in eV: 0.900
Orbital gap (alpha / beta) in eV: 7.56 / 7.60
HOMO (alpha / beta) in eV: -10.81 / -10.85
Net charge: 0
F_max in hartree/bohr: 0.0597
E_LUMO (alpha / beta) in eV: -3.25 / -3.26

Last column: Mulliken charge in e.
CARTESIAN COORDINATES (ANGSTROEM)
C 0.87 0.22 -0.09  0.683
N 1.79 0.89 -0.40  -0.352
N -0.06 -0.39 0.51  -0.427
Br -0.56 -2.04 -0.02  0.125
Br -2.04 1.32 -0.01  -0.028


Entry 5:
Entry from the OMol25 dataset: CH2F3N3 in the gas phase at a distorted geometry (ωB97M-V/def2-TZVPD).

Output
Energy above the lowest of the compared OMol25 structures with the same formula, charge and spin in eV: 8.109
Orbital gap in eV: 11.28
HOMO in eV: -10.84
SMILES: [H]/N=C(/NF)N(F)F
Net charge: 0
F_max in hartree/bohr: 0.0943
E_LUMO in eV: 0.44

Last column: Mulliken charge in e.
CARTESIAN COORDINATES (ANGSTROEM)
H 1.38 0.94 -1.08  0.298
N 0.87 0.04 -0.81  -0.470
C 0.74 -0.13 0.41  0.441
N -0.03 -1.56 1.08  -0.215
F -0.94 -1.92 0.07  -0.176
N 1.31 0.44 1.53  0.188
F 0.64 0.49 2.66  -0.156
F 1.57 1.77 1.28  -0.188
H -0.62 -1.07 1.68  0.279


Entry 6:
Entry from the OMol25 dataset: C9H13BrClEuI2NOP as an isolated structure at a distorted geometry (ωB97M-V/def2-TZVPD).

Output
2S+1: 7
<S²>: 12.06
Orbital gap (alpha / beta) in eV: 6.94 / 4.05
HOMO (alpha / beta) in eV: -15.21 / -15.21
Net charge: +2
F_max in hartree/bohr: 0.1014
E_LUMO (alpha / beta) in eV: -8.27 / -11.17

Last column: Löwdin spin population.
CARTESIAN COORDINATES (ANGSTROEM)
I 3.18 2.25 0.30  0.051
I 2.64 -2.63 0.18  0.929
Eu 1.17 0.04 0.52  4.038
P -1.02 0.06 -2.74  0.514
C -0.48 0.09 -4.53  0.108
C -2.15 -1.41 -2.87  0.048
H -2.85 1.55 -1.96  -0.001
H -2.82 1.53 -3.71  0.014
H -1.54 2.43 -2.92  0.001
C -2.17 1.52 -2.83  0.049
H -2.83 -1.48 -2.00  -0.001
H -2.81 -1.41 -3.76  0.013
H -1.32 0.03 -5.25  0.021
H 0.16 -0.80 -4.66  0.000
H -1.52 -2.30 -3.00  0.001
H 0.10 1.01 -4.72  0.000
C 2.16 0.22 -1.94  0.029
O 2.62 0.27 -3.01  0.009
Cl -1.41 0.00 0.10  0.179
Br 1.27 -2.86 5.85  0.000
C 0.98 -1.22 4.93  0.000
C 1.34 -0.02 5.54  0.000
C 1.20 1.15 4.80  0.000
C 0.80 1.13 3.47  0.000
N 0.55 -0.03 2.84  -0.008
C 0.61 -1.19 3.57  0.002
H 1.74 0.01 6.54  0.000
H 1.39 2.13 5.22  0.000
H 0.66 2.09 2.97  0.000
H 0.35 -2.13 3.07  0.002


Entry 7:
Entry from the OMol25 dataset: C24H31BiF9N2O5 as an isolated structure (ωB97M-V/def2-TZVPD).

Output
Energy above the lowest of the compared OMol25 structures with the same formula, charge and spin in eV: 0.000
Orbital gap in eV: 7.35
HOMO in eV: -4.62
Net charge: -1
F_max in hartree/bohr: 0.0181
E_LUMO in eV: 2.73

Last column: Mulliken charge in e.
CARTESIAN COORDINATES (ANGSTROEM)
Bi -0.11 -0.04 0.52  2.226
C -2.58 1.80 4.03  -1.529
C -1.68 1.82 2.81  0.916
O -0.94 0.80 2.67  -0.476
C -1.70 2.95 2.00  -1.509
C -0.93 3.19 0.83  0.913
C -0.85 4.61 0.34  -1.518
N -0.30 2.26 0.16  0.346
N 0.49 2.73 -0.91  -0.754
C 0.93 1.75 -1.65  0.369
O 0.62 0.50 -1.54  -0.823
C 1.92 2.11 -2.71  0.023
C 1.85 3.30 -3.42  -0.315
C 2.84 3.61 -4.34  -0.656
C 3.91 2.75 -4.55  -0.351
C 3.97 1.55 -3.85  -0.777
C 2.97 1.22 -2.94  -0.158
H -1.96 1.78 4.93  0.320
H -3.17 0.88 4.02  0.269
H -3.25 2.66 4.07  0.385
H -2.33 3.77 2.32  0.155
H -1.44 5.27 0.97  0.422
H -1.19 4.68 -0.70  0.302
H 0.19 4.94 0.33  0.294
H 1.03 3.98 -3.24  0.448
H 2.78 4.54 -4.90  0.367
H 4.68 3.00 -5.27  0.364
H 4.79 0.86 -4.02  0.392
H 2.98 0.28 -2.41  0.442
C 2.73 0.24 2.80  -0.715
O 2.23 -1.06 2.60  -0.282
C 1.31 -1.43 3.60  0.296
C 0.59 -2.69 3.17  -0.659
O -0.66 -2.42 2.55  -0.085
C -1.67 -2.08 3.47  -0.784
H 3.32 0.30 3.73  0.334
H 1.92 0.98 2.85  0.199
H 3.38 0.48 1.96  0.222
H 0.57 -0.63 3.75  -0.146
H 1.84 -1.57 4.56  0.479
H 0.44 -3.36 4.02  0.466
H 1.20 -3.19 2.42  -0.041
H -1.77 -2.85 4.25  0.380
H -2.61 -2.03 2.91  0.191
H -1.50 -1.11 3.94  0.239
F 1.28 -3.85 -3.49  -0.297
C 0.83 -2.88 -2.67  0.279
F 1.49 -1.76 -3.00  -0.133
F -0.46 -2.68 -2.97  -0.258
C 0.98 -3.19 -1.13  0.500
O 0.46 -2.24 -0.38  -0.401
C 0.26 -4.56 -0.85  0.584
F 0.67 -5.60 -1.61  -0.271
F -1.06 -4.43 -1.03  -0.247
F 0.44 -4.93 0.43  -0.230
C 2.52 -3.36 -0.83  0.288
F 3.12 -4.32 -1.55  -0.288
F 2.72 -3.67 0.46  -0.253
F 3.18 -2.22 -1.06  -0.181
C -4.46 0.09 -1.07  -1.772
C -2.94 0.29 -1.13  1.469
C -2.42 -0.20 -2.48  -1.318
C -2.27 -0.44 0.04  -1.600
H -4.96 0.61 -1.89  0.430
H -4.86 0.47 -0.13  0.401
H -4.70 -0.97 -1.14  0.354
H -2.74 1.36 -1.04  -0.072
H -2.67 -1.25 -2.63  0.336
H -1.33 -0.11 -2.55  0.026
H -2.86 0.38 -3.30  0.419
H -2.32 -1.52 -0.10  0.554
H -2.76 -0.17 0.98  0.498


Entry 8:
Entry from the OMol25 dataset: C2H4N2O2 in the gas phase at a distorted geometry (ωB97M-V/def2-TZVPD).

Output
Energy above the lowest of the compared OMol25 structures with the same formula, charge and spin in eV: 5.082
Orbital gap in eV: 10.42
HOMO in eV: -9.85
SMILES: O=C[N@@H+]1N[C@@H]1[O-]
Net charge: 0
F_max in hartree/bohr: 0.0648
E_LUMO in eV: 0.57

Last column: Mulliken charge in e.
CARTESIAN COORDINATES (ANGSTROEM)
O -0.29 2.36 -0.10  -0.462
C 0.26 1.31 -0.27  0.224
N 0.05 0.16 0.80  -0.100
N 0.51 -1.16 0.47  -0.389
C -0.68 -0.94 -0.30  0.146
O -0.79 -0.19 -1.34  -0.614
H 1.17 1.13 -0.86  0.292
H -0.27 0.34 1.74  0.261
H 1.42 -1.24 0.02  0.251
H -1.38 -1.76 -0.16  0.392


Which formula does entry 4 have?
CBr2N2


Which of these has the lowest net charge?
C24H31BiF9N2O5


Copy entry 6 word for word.
Entry from the OMol25 dataset: C9H13BrClEuI2NOP as an isolated structure at a distorted geometry (ωB97M-V/def2-TZVPD).

Output
2S+1: 7
<S²>: 12.06
Orbital gap (alpha / beta) in eV: 6.94 / 4.05
HOMO (alpha / beta) in eV: -15.21 / -15.21
Net charge: +2
F_max in hartree/bohr: 0.1014
E_LUMO (alpha / beta) in eV: -8.27 / -11.17

Last column: Löwdin spin population.
CARTESIAN COORDINATES (ANGSTROEM)
I 3.18 2.25 0.30  0.051
I 2.64 -2.63 0.18  0.929
Eu 1.17 0.04 0.52  4.038
P -1.02 0.06 -2.74  0.514
C -0.48 0.09 -4.53  0.108
C -2.15 -1.41 -2.87  0.048
H -2.85 1.55 -1.96  -0.001
H -2.82 1.53 -3.71  0.014
H -1.54 2.43 -2.92  0.001
C -2.17 1.52 -2.83  0.049
H -2.83 -1.48 -2.00  -0.001
H -2.81 -1.41 -3.76  0.013
H -1.32 0.03 -5.25  0.021
H 0.16 -0.80 -4.66  0.000
H -1.52 -2.30 -3.00  0.001
H 0.10 1.01 -4.72  0.000
C 2.16 0.22 -1.94  0.029
O 2.62 0.27 -3.01  0.009
Cl -1.41 0.00 0.10  0.179
Br 1.27 -2.86 5.85  0.000
C 0.98 -1.22 4.93  0.000
C 1.34 -0.02 5.54  0.000
C 1.20 1.15 4.80  0.000
C 0.80 1.13 3.47  0.000
N 0.55 -0.03 2.84  -0.008
C 0.61 -1.19 3.57  0.002
H 1.74 0.01 6.54  0.000
H 1.39 2.13 5.22  0.000
H 0.66 2.09 2.97  0.000
H 0.35 -2.13 3.07  0.002